# 1
{
  "formula": "C4H8Cl8",
  "method": "wB97M-V/def2-TZVPD",
  "species": ["Cl", "C", "Cl", "H", "H", "Cl", "C", "Cl", "H", "H", "Cl", "C", "Cl", "H", "H", "Cl", "C", "Cl", "H", "H"],
  "xyz": [[-0.01, -1.06, 2.80], [1.18, -0.16, 1.83], [2.41, 0.63, 2.82], [1.67, -0.88, 1.19], [0.65, 0.60, 1.26], [3.04, 2.07, -0.65], [2.81, 0.98, -2.01], [3.06, -0.71, -1.53], [1.81, 1.12, -2.40], [3.52, 1.21, -2.79], [-0.41, -0.97, -0.98], [-0.61, -0.78, -2.72], [-1.76, 0.51, -3.12], [0.34, -0.52, -3.18], [-0.97, -1.73, -3.11], [-3.36, 0.49, 0.92], [-3.34, 0.04, 2.63], [-3.53, -1.71, 2.86], [-2.37, 0.33, 3.02], [-4.15, 0.54, 3.14]],
  "multiplicity": 1,
  "homo_lumo_gap_ev": 11.2,
  "lumo_ev": 0.44
}


# 2
{
  "formula": "C7H15N4",
  "method": "wB97M-V/def2-TZVPD",
  "species": ["C", "C", "C", "C", "C", "C", "C", "N", "N", "N", "N", "H", "H", "H", "H", "H", "H", "H", "H", "H", "H", "H", "H", "H", "H", "H"],
  "xyz": [[0.48, 1.07, -2.75], [-0.84, 0.99, -2.36], [1.15, 0.48, -1.71], [-2.30, 1.19, 2.05], [2.26, -1.99, -0.46], [-0.12, 0.28, 1.48], [0.54, -0.62, 0.45], [-0.98, 0.27, -1.23], [0.25, -0.03, -0.86], [-1.56, 0.14, 1.28], [1.90, -1.00, 0.54], [0.85, 1.71, -3.56], [-1.63, 1.24, -2.96], [2.12, 0.44, -1.62], [-1.96, 2.15, 1.76], [-3.32, 1.44, 1.81], [-2.29, 1.20, 3.13], [3.09, -2.55, -0.19], [1.32, -2.61, -0.70], [2.64, -1.67, -1.39], [0.16, 1.35, 1.24], [0.13, 0.10, 2.58], [-0.41, -1.82, 0.40], [-1.61, 0.45, 0.19], [-1.97, -0.89, 1.41], [2.12, -1.33, 1.46]],
  "charge": 1,
  "multiplicity": 1,
  "homo_lumo_gap_ev": 10.2,
  "lumo_ev": -2.91
}


# 3
{
  "formula": "C9H13N3O",
  "method": "wB97M-V/def2-TZVPD",
  "species": ["C", "C", "C", "N", "C", "O", "C", "C", "C", "C", "N", "N", "C", "H", "H", "H", "H", "H", "H", "H", "H", "H", "H", "H", "H", "H"],
  "xyz": [[-2.67, -0.59, 0.86], [-1.61, -0.19, -0.21], [-1.49, -1.22, -1.44], [-0.37, 0.30, 0.27], [0.16, 1.55, 0.05], [-0.29, 2.45, -0.62], [1.48, 1.76, 0.87], [2.55, 0.81, 0.41], [3.27, 1.09, -0.69], [4.22, 0.07, -0.96], [4.32, -1.07, -0.31], [3.46, -1.38, 0.67], [2.68, -0.43, 1.09], [-3.62, -0.39, 0.41], [-2.52, -1.58, 1.04], [-2.34, 0.08, 1.63], [-2.18, 0.60, -0.60], [-0.80, -2.09, -1.17], [-1.14, -0.79, -2.33], [-2.33, -1.78, -1.48], [-0.07, -0.36, 0.96], [1.06, 1.75, 1.96], [1.70, 2.73, 0.79], [3.17, 1.88, -1.30], [4.93, 0.28, -1.85], [2.07, -0.56, 1.84]],
  "multiplicity": 1,
  "homo_lumo_gap_ev": 9.9,
  "lumo_ev": 0.43
}


# 4
{
  "formula": "C40H56BN5O12",
  "method": "wB97M-V/def2-TZVPD",
  "species": ["N", "H", "H", "H", "H", "O", "C", "O", "B", "O", "C", "O", "O", "C", "O", "C", "O", "O", "C", "C", "C", "O", "C", "H", "H", "H", "H", "H", "H", "H", "H", "C", "C", "C", "O", "C", "H", "H", "H", "H", "H", "H", "H", "H", "C", "C", "C", "O", "C", "H", "H", "H", "H", "H", "H", "H", "H", "C", "C", "C", "O", "C", "H", "H", "H", "H", "H", "H", "H", "H", "N", "C", "C", "C", "C", "C", "H", "H", "H", "H", "H", "N", "C", "C", "C", "C", "C", "H", "H", "H", "H", "H", "N", "C", "C", "C", "C", "C", "H", "H", "H", "H", "H", "N", "C", "C", "C", "C", "C", "H", "H", "H", "H", "H"],
  "xyz": [[29.20, -1.04, 7.97], [28.94, -1.95, 8.31], [28.51, -0.39, 8.31], [29.17, -1.18, 6.97], [30.13, -0.90, 8.36], [29.34, -5.78, 10.63], [29.45, -5.85, 9.37], [29.69, -6.94, 8.62], [29.35, -6.68, 7.21], [29.08, -5.25, 7.13], [29.13, -4.74, 8.37], [29.01, -3.53, 8.65], [28.20, -7.54, 6.81], [28.59, -8.52, 5.97], [27.97, -9.50, 5.56], [30.06, -8.23, 5.77], [30.40, -7.11, 6.31], [30.85, -8.93, 5.09], [31.51, 2.34, 5.13], [30.52, 3.27, 5.92], [29.36, 2.27, 6.46], [30.13, 1.09, 6.59], [31.11, 0.92, 5.57], [32.57, 2.52, 5.31], [31.40, 2.44, 4.05], [30.12, 4.06, 5.28], [30.88, 3.85, 6.76], [28.49, 2.21, 5.80], [29.09, 2.56, 7.47], [30.68, 0.23, 4.84], [31.89, 0.28, 5.98], [33.47, -2.51, 2.83], [33.57, -2.02, 4.24], [35.04, -1.86, 4.61], [35.68, -2.60, 3.52], [34.74, -3.20, 2.62], [33.35, -1.62, 2.20], [32.66, -3.18, 2.58], [33.17, -2.72, 4.96], [33.12, -1.03, 4.30], [35.19, -2.37, 5.56], [35.40, -0.84, 4.50], [34.61, -4.26, 2.80], [35.03, -3.07, 1.58], [23.55, -4.02, 7.01], [24.38, -4.40, 8.16], [25.75, -3.76, 7.96], [25.34, -2.57, 7.28], [24.34, -2.95, 6.31], [22.55, -3.66, 7.25], [23.28, -4.88, 6.38], [24.49, -5.49, 8.20], [23.97, -4.10, 9.12], [26.47, -4.38, 7.42], [26.10, -3.43, 8.94], [24.91, -3.21, 5.42], [23.72, -2.09, 6.06], [31.78, 1.86, 11.03], [31.34, 0.83, 12.09], [31.27, -0.42, 11.25], [30.82, -0.08, 9.94], [31.33, 1.23, 9.61], [32.87, 1.89, 11.02], [31.42, 2.87, 11.20], [30.38, 1.02, 12.58], [32.06, 0.56, 12.86], [30.55, -1.09, 11.72], [32.23, -0.93, 11.15], [30.75, 1.89, 8.97], [32.27, 1.10, 9.09], [27.25, -1.78, 10.87], [25.92, -1.68, 10.99], [25.24, -2.59, 11.87], [26.00, -3.45, 12.62], [27.37, -3.59, 12.48], [27.98, -2.78, 11.52], [25.29, -0.91, 10.58], [24.18, -2.52, 12.08], [25.66, -4.10, 13.42], [27.94, -4.20, 13.17], [29.05, -2.66, 11.59], [26.85, 0.51, 8.48], [25.63, 0.85, 7.94], [25.02, 2.08, 8.09], [25.49, 2.95, 9.07], [26.60, 2.60, 9.75], [27.29, 1.41, 9.39], [25.17, 0.08, 7.33], [24.07, 2.39, 7.68], [24.84, 3.72, 9.47], [27.03, 3.20, 10.54], [28.07, 1.02, 10.03], [32.04, -2.42, 7.32], [31.95, -3.74, 7.43], [32.74, -4.46, 8.34], [33.57, -3.78, 9.21], [33.78, -2.43, 8.99], [32.95, -1.77, 8.08], [31.25, -4.13, 6.70], [32.67, -5.54, 8.39], [34.18, -4.29, 9.94], [34.53, -1.87, 9.54], [32.99, -0.72, 7.82], [28.66, -1.83, 5.38], [29.57, -2.20, 4.46], [29.41, -2.11, 3.06], [28.13, -1.81, 2.58], [27.12, -1.55, 3.54], [27.44, -1.55, 4.91], [30.48, -2.39, 5.02], [30.18, -2.36, 2.34], [28.07, -1.82, 1.50], [26.08, -1.40, 3.29], [26.76, -1.33, 5.72]],
  "multiplicity": 1,
  "homo_lumo_gap_ev": 9.3,
  "lumo_ev": 0.14
}